Record 1
Below is a structure of composition C31H36CeN3O6 at a distorted geometry, with properties calculated with the ωB97M-V functional and the def2-TZVPD basis.

Positions of all 77 atoms, in Å:
Ce  0.5117  -0.4658  0.3539
O  -0.3032  -3.6508  3.0044
C  -0.6712  -2.8094  2.2249
O  -0.1853  -1.5732  2.1527
C  -1.8227  -3.0433  1.2465
C  -2.7765  -1.8298  1.2125
C  -4.1715  -2.2729  0.8143
C  -3.9414  -2.6580  -0.6636
C  -2.4977  -2.2186  -0.8903
O  -2.3245  -1.1025  0.0373
C  -1.4786  -3.1836  -0.2968
C  -0.0824  -2.6797  -0.6584
O  0.0071  -1.7097  -1.5014
O  0.8865  -2.9466  0.0664
H  -2.3452  -3.9384  1.5858
H  -2.6982  -1.1694  2.0727
H  -4.5219  -3.0998  1.4306
H  -4.8830  -1.4530  0.9045
H  -4.0701  -3.7225  -0.8579
H  -4.6131  -2.1142  -1.3260
H  -2.2561  -1.8915  -1.8964
H  -1.5887  -4.2131  -0.6435
C  5.6338  -0.4708  -1.3279
C  4.5069  -1.4797  -1.5352
C  3.7110  -1.2378  -2.7937
C  4.1127  -1.8388  -3.9829
C  3.4121  -1.6411  -5.1602
C  2.2755  -0.8475  -5.1488
C  1.8364  -0.2352  -3.9806
C  0.5624  0.5731  -3.9915
C  0.7613  2.0840  -4.0875
C  2.5853  -0.4153  -2.8140
N  2.1854  0.2077  -1.5843
C  2.7412  1.3406  -1.3298
C  2.6737  1.9803  -0.0481
C  3.2919  3.1591  0.3496
C  3.0859  3.2561  1.7357
C  2.3850  2.1099  2.0980
N  2.1247  1.3225  1.0297
H  6.2621  -0.7553  -0.4831
H  5.2537  0.5301  -1.1212
H  6.2667  -0.4019  -2.2141
H  3.8449  -1.4769  -0.6634
H  4.9251  -2.4878  -1.5847
H  4.9834  -2.4840  -3.9666
H  3.7384  -2.1183  -6.0743
H  1.6996  -0.7126  -6.0568
H  -0.0028  0.3211  -3.0921
H  -0.0450  0.2336  -4.8339
H  1.3068  2.4680  -3.2260
H  -0.1936  2.6155  -4.1321
H  1.3257  2.3536  -4.9813
H  3.3524  1.8378  -2.0898
H  3.8299  3.8469  -0.2839
H  3.4229  4.0348  2.3993
H  2.0587  1.8207  3.0852
O  -0.5222  1.5797  -0.9620
C  -0.5398  2.9333  -0.4736
C  -1.9575  3.3644  -0.1737
C  -2.7206  2.3524  0.6829
C  -2.0981  2.1557  2.0377
C  -2.5774  2.8596  3.1382
C  -2.0052  2.6663  4.3808
C  -0.9702  1.7545  4.4981
C  -0.5512  1.0945  3.3569
N  -1.0761  1.2935  2.1439
H  -1.0301  1.4982  -1.7731
H  -0.0555  3.5813  -1.2085
H  0.0938  2.9195  0.4127
H  -2.5011  3.5308  -1.1095
H  -1.9225  4.3334  0.3346
H  -2.7705  1.3844  0.1810
H  -3.7475  2.6974  0.8175
H  -3.4041  3.5448  3.0026
H  -2.3692  3.2066  5.2451
H  -0.4955  1.5407  5.4446
H  0.2318  0.3490  3.4224

Forces on atoms 1 to 3 (eV/Å):
Ce 0.174 2.214 0.569
O -0.154 -0.148 0.057
C 0.583 0.871 -0.143

## Properties
ΔE to the lowest compared entry with this formula, charge and spin = 0.0 kJ/mol
LUMO level (alpha / beta) = 0.2601 / 0.2604 eV
Kohn-Sham gap (alpha / beta) = 8.0 / 8.0 eV
spin multiplicity = 2

---

Record 2
Below is a cluster of 10 separate species, C31H36Cl36F7NO3 in total at a distorted geometry, with properties calculated with the ωB97M-V functional and the def2-TZVPD basis.

Positions of all 114 atoms, in Å:
C  1.4305  4.7342  -0.7637
C  2.0836  5.1093  0.5800
C  1.7667  4.2293  1.8007
F  2.8764  4.3514  2.6319
C  1.4871  2.7183  1.5664
C  2.2818  1.9521  0.4900
C  3.7034  2.3856  0.2211
O  4.4924  2.3624  1.3840
C  4.3255  1.3857  -0.7626
F  5.6375  1.6915  -0.9657
F  4.2992  0.1196  -0.2817
F  3.7166  1.4330  -1.9675
N  1.8654  2.0703  2.8622
C  1.0368  0.9710  3.0923
O  1.3505  0.0406  3.8159
C  -0.2797  1.0541  2.2380
C  -0.1449  -0.2062  1.3780
C  -1.2019  -0.5391  0.3146
C  -0.9946  0.1777  -1.0320
C  -2.6401  -0.4268  0.7734
C  -1.3785  1.1110  3.3059
F  -2.4286  1.8960  2.9188
F  -0.9139  1.6902  4.4559
F  -1.8418  -0.1146  3.6464
C  -0.0297  2.4389  1.6355
O  -0.7736  2.7976  0.5107
C  -1.4827  4.0111  0.6297
C  -2.5873  4.0868  -0.4158
C  -2.8806  5.5312  -0.8450
C  -3.8341  3.2811  -0.0507
C  -4.5908  3.6607  1.2291
C  -5.6533  4.7404  1.0348
C  -5.3353  2.3964  1.7180
H  0.8185  5.5521  -1.1199
H  0.8833  3.8033  -0.7589
H  2.2104  4.6287  -1.5149
H  3.1632  5.1684  0.5077
H  1.7718  6.1171  0.8336
H  0.9590  4.6925  2.3556
H  1.7333  1.9959  -0.4495
H  2.3249  0.9057  0.7609
H  3.7955  3.3455  -0.2758
H  4.9548  3.1901  1.4871
H  2.7887  1.6494  2.8773
H  -0.1345  -1.0421  2.0735
H  0.8186  -0.2386  0.8858
H  -1.0452  -1.5881  0.0833
H  0.0417  0.4508  -1.1918
H  -1.6343  1.0505  -1.0957
H  -1.3457  -0.4926  -1.8115
H  -2.7956  -1.0182  1.6707
H  -2.9537  0.5937  0.9558
H  -3.2983  -0.8517  0.0193
H  -0.3218  3.0792  2.4713
H  -1.9153  4.1602  1.6205
H  -0.8277  4.8652  0.4517
H  -2.1602  3.5961  -1.2912
H  -2.0607  6.1989  -0.6014
H  -3.8199  5.9075  -0.4667
H  -2.9673  5.5452  -1.9275
H  -3.6010  2.2230  -0.0596
H  -4.5385  3.4183  -0.8738
H  -3.9481  3.9550  2.0558
H  -5.2529  5.7452  0.9761
H  -6.2846  4.7412  1.9224
H  -6.3087  4.5163  0.1988
H  -5.6568  2.5645  2.7406
H  -6.1691  2.1916  1.0569
H  -4.6388  1.5669  1.7252
Cl  6.6342  0.4941  -3.8098
C  7.7970  1.7710  -4.1543
Cl  9.0369  1.7880  -2.8968
Cl  8.5542  1.4726  -5.7232
Cl  6.9701  3.3340  -4.1876
Cl  9.0155  -4.4585  -2.1098
C  7.9486  -3.4547  -3.1018
Cl  6.9104  -4.4919  -4.0834
Cl  6.9530  -2.4444  -2.0529
Cl  8.9305  -2.4320  -4.1547
Cl  -0.5761  -4.3436  -0.4424
C  -1.4658  -5.0651  0.9024
Cl  -3.1179  -5.4007  0.3823
Cl  -0.6726  -6.5630  1.3989
Cl  -1.4917  -3.9460  2.2676
Cl  4.8210  -5.7064  1.1014
C  3.5166  -4.6074  0.6435
Cl  2.1616  -4.8051  1.7600
Cl  4.0987  -2.9394  0.7130
Cl  2.9964  -4.9770  -1.0047
Cl  -3.4275  -6.8916  -2.8076
C  -4.7027  -5.7284  -3.1726
Cl  -5.9914  -5.8742  -1.9684
Cl  -4.0379  -4.0914  -3.1191
Cl  -5.3663  -6.0398  -4.7754
Cl  -8.1112  -4.3019  -5.0071
C  -8.6125  -4.1692  -6.6921
Cl  -7.9306  -2.7003  -7.3968
Cl  -8.0244  -5.5773  -7.5866
Cl  -10.3749  -4.1064  -6.7881
Cl  -9.0598  -1.8931  1.8586
C  -8.1032  -0.4173  1.6936
Cl  -7.1758  -0.1498  3.1718
Cl  -7.0022  -0.5892  0.3215
Cl  -9.1807  0.9556  1.4177
Cl  14.3256  -3.3162  -2.6578
C  13.5177  -3.8995  -1.1993
Cl  11.7724  -3.9717  -1.4856
Cl  14.1173  -5.5127  -0.7987
Cl  13.8533  -2.7971  0.1404
Cl  -0.2208  -9.8142  6.0170
C  -0.9371  -9.4433  4.4467
Cl  -1.8871  -7.9610  4.5689
Cl  0.3517  -9.2299  3.2530
Cl  -1.9830  -10.7748  3.9457

Forces on atoms 1 to 3 (eV/Å):
C 0.867 0.286 -0.147
C -0.639 -0.122 0.049
C 0.516 0.252 -1.006

## Properties
SMILES = CC[C@H](F)[C@@]1(C[C@@H](O)C(F)(F)F)NC(=O)[C@@](CC(C)C)(C(F)(F)F)[C@@H]1OC[C@H](C)CC(C)C.ClC(Cl)(Cl)Cl.ClC(Cl)(Cl)Cl.ClC(Cl)(Cl)Cl.ClC(Cl)(Cl)Cl.ClC(Cl)(Cl)Cl.ClC(Cl)(Cl)Cl.ClC(Cl)(Cl)Cl.ClC(Cl)(Cl)Cl.ClC(Cl)(Cl)Cl
LUMO level = 0.0506 eV
Kohn-Sham gap = 10.0 eV

---

Record 3
Below is a structure of composition C31H36Cl5IrN9OS, with properties calculated with the ωB97M-V functional and the def2-TZVPD basis.

Positions of all 84 atoms, in Å:
Ir  0.2742  0.4670  0.3788
Cl  -4.8277  -4.6297  1.7340
C  -3.8923  -3.4463  0.9885
C  -3.5116  -2.2882  1.7327
Cl  -4.0657  -2.0867  3.3315
C  -2.6922  -1.3696  1.1555
Cl  -2.2870  0.1059  1.9531
C  -2.1494  -1.5598  -0.1793
O  -1.2458  -0.8422  -0.6605
C  -2.7068  -2.6491  -0.9573
Cl  -2.2806  -2.7279  -2.5916
C  -3.5161  -3.5909  -0.3656
Cl  -4.0546  -4.9424  -1.2512
C  2.1182  -4.7574  -1.8537
C  0.8667  -3.9209  -1.5739
C  0.3810  -4.0508  -0.1475
C  -0.2887  -5.2256  0.1946
C  -0.7575  -5.4503  1.4749
C  -0.5586  -4.4881  2.4561
C  0.0840  -3.2949  2.1630
C  0.4012  -2.3209  3.2601
C  1.8304  -2.4859  3.7812
C  0.5405  -3.0755  0.8541
N  1.1581  -1.8303  0.5265
C  2.3700  -1.8845  0.0932
C  2.9363  -0.7545  -0.5605
C  4.2177  -0.6358  -1.1841
C  4.1881  0.5331  -1.8697
C  2.8736  1.1081  -1.6306
N  2.1435  0.3452  -0.8476
H  2.4221  -4.6574  -2.8951
H  1.9295  -5.8132  -1.6604
H  2.9600  -4.4641  -1.2236
H  0.0673  -4.2717  -2.2269
H  1.0329  -2.8787  -1.8491
H  -0.4364  -5.9779  -0.5716
H  -1.2625  -6.3775  1.7138
H  -0.8877  -4.6712  3.4731
H  -0.3113  -2.4581  4.0773
H  0.2797  -1.3083  2.8783
H  2.0048  -3.5085  4.1158
H  2.0223  -1.8225  4.6252
H  2.5594  -2.2606  2.9992
H  2.9536  -2.8001  0.1540
H  5.0180  -1.3559  -1.1240
H  4.9595  0.9718  -2.4818
H  2.5126  2.0461  -2.0242
C  5.7796  0.2007  3.5343
C  5.0299  1.3193  2.8081
C  3.5493  1.1916  2.9478
N  2.7530  0.8940  1.9855
N  1.4283  0.8027  2.3728
C  1.2630  1.0317  3.6555
N  0.0865  1.0124  4.3032
S  2.7375  1.3929  4.4759
H  6.8522  0.3150  3.3912
H  5.4847  -0.7774  3.1526
H  5.5850  0.2192  4.6073
H  5.2458  1.3021  1.7394
H  5.3451  2.2928  3.1891
H  -0.7383  0.6579  3.8514
H  0.0396  1.2094  5.2871
C  0.5588  3.3297  -0.6562
N  -0.4289  2.5500  0.1690
C  -1.7510  2.6516  -0.5523
N  -2.1567  4.0213  -0.7404
C  -1.1392  4.7249  -1.5244
N  0.1607  4.7010  -0.8427
C  0.0125  5.3413  0.4680
N  -0.9908  4.6497  1.2847
C  -0.5706  3.2838  1.4733
C  -2.2718  4.6683  0.5692
H  0.6231  2.8371  -1.6289
H  1.5249  3.2826  -0.1475
H  -2.5010  2.1237  0.0332
H  -1.6392  2.1546  -1.5183
H  -1.4476  5.7594  -1.6671
H  -1.0440  4.2513  -2.5028
H  -0.2934  6.3767  0.3262
H  0.9718  5.3286  0.9886
H  -1.3028  2.7519  2.0852
H  0.3981  3.2640  1.9737
H  -2.5878  5.7014  0.4321
H  -3.0257  4.1499  1.1646

Forces on atoms 1 to 3 (eV/Å):
Ir 0.394 -0.174 0.158
Cl -0.011 -0.007 -0.004
C 0.007 -0.031 0.010

## Properties
ΔE to the lowest compared entry with this formula, charge and spin = 8.8 kJ/mol
net charge = +2
LUMO level (alpha / beta) = -5.2968 / -8.1475 eV
Kohn-Sham gap (alpha / beta) = 7.7 / 5.6 eV
spin multiplicity = 6

---

Record 4
Below is a cluster of 2 separate species, C31H36F5N4O in total at a distorted geometry, with properties calculated with the ωB97M-V functional and the def2-TZVPD basis.

Positions of all 77 atoms, in Å:
C  -1.4858  3.7339  1.3270
C  -1.8118  2.5893  2.2863
C  -1.1631  1.2562  1.9059
C  -1.9604  0.4390  0.8903
N  -2.3867  -0.7369  1.2078
C  -3.0262  -1.5828  0.2224
C  -3.7622  -0.7488  -0.7919
C  -2.8103  0.2751  -1.3698
N  -2.1842  1.0304  -0.3055
C  -1.3862  2.1806  -0.7342
C  -1.8559  3.5035  -0.1311
H  -2.0052  4.6353  1.6712
H  -0.4145  3.9541  1.3961
H  -1.4522  2.8670  3.2871
H  -2.8998  2.4848  2.3896
H  -0.1513  1.4293  1.5084
H  -1.0581  0.6346  2.8064
H  -2.2779  -2.2149  -0.2991
H  -3.7031  -2.2431  0.7773
H  -4.1507  -1.3883  -1.5898
H  -4.6112  -0.2501  -0.3132
H  -2.0375  -0.2351  -1.9666
H  -3.3390  0.9714  -2.0264
H  -0.3189  2.0140  -0.5082
H  -1.4861  2.2418  -1.8251
H  -2.9437  3.6000  -0.2538
H  -1.4149  4.3062  -0.7361
C  2.2988  -6.9833  5.8335
N  1.8618  -6.0914  4.7826
C  2.6380  -5.8339  3.6891
O  3.7976  -6.2049  3.5291
C  1.8102  -4.9429  2.7522
C  1.4625  -5.6425  1.4477
C  2.7121  -5.9270  0.6788
C  3.2693  -7.2043  0.6310
F  2.6304  -8.2303  1.2511
C  4.5126  -7.4457  0.0533
F  5.0612  -8.6766  0.0864
C  5.2166  -6.3821  -0.5190
F  6.4431  -6.5857  -1.0328
C  4.6634  -5.0983  -0.5218
F  5.3584  -4.0669  -1.0408
C  3.4225  -4.8929  0.0738
F  2.9317  -3.6222  0.1337
N  0.6693  -4.5934  3.5897
C  -0.2469  -3.7032  3.1741
C  -1.4623  -3.4858  3.8057
C  -2.3336  -2.4513  3.4956
C  -3.5855  -2.2699  4.1637
C  -4.5562  -1.3604  3.6545
C  -5.8006  -1.2335  4.2589
C  -6.1140  -1.9912  5.4043
C  -5.1625  -2.8745  5.9349
C  -3.9130  -2.9983  5.3378
C  0.5590  -5.4385  4.7932
C  -0.5637  -6.4749  4.6538
C  0.3637  -4.6465  6.0906
H  3.2777  -7.3941  5.5690
H  2.3788  -6.4452  6.7871
H  1.5790  -7.8026  5.9600
H  2.3879  -4.0377  2.5129
H  0.9443  -6.5852  1.6606
H  0.8051  -4.9898  0.8618
H  0.0109  -3.1316  2.2762
H  -1.7618  -4.1820  4.5874
H  -2.0678  -1.7375  2.7041
H  -4.2835  -0.7765  2.7692
H  -6.5329  -0.5439  3.8453
H  -7.0878  -1.8884  5.8856
H  -5.3856  -3.4669  6.8206
H  -3.1706  -3.6633  5.7897
H  -0.3524  -7.1494  3.8124
H  -0.6373  -7.0489  5.5877
H  -1.5256  -5.9921  4.4646
H  1.2418  -4.0144  6.2772
H  -0.5174  -4.0033  6.0356
H  0.2311  -5.3545  6.9210

Forces on atoms 1 to 3 (eV/Å):
C 0.026 0.136 0.178
C -0.012 0.303 0.173
C -0.371 -0.591 0.083

## Properties
ΔE to the lowest compared entry with this formula, charge and spin = 29.2 kJ/mol
net charge = +1
LUMO level = -4.4114 eV
Kohn-Sham gap = 6.5 eV

---

Record 5
Below is a structure of composition C31H36F6HoN4O3PSSi at a distorted geometry, with properties calculated with the ωB97M-V functional and the def2-TZVPD basis.

Positions of all 84 atoms, in Å:
Ho  0.1200  0.4716  -0.0076
C  -1.5824  0.0793  -2.1209
C  -2.4257  0.0693  -0.9601
C  -2.5535  -1.2610  -0.5474
C  -1.8225  -2.0809  -1.4322
C  -1.2312  -1.2517  -2.3971
H  -1.3796  0.9326  -2.7513
H  -2.9776  0.9106  -0.5725
H  -3.1085  -1.5937  0.3180
H  -1.7079  -3.1527  -1.3512
H  -0.5768  -1.5683  -3.1982
C  2.3878  3.1134  -2.2304
C  2.6183  1.6531  -2.4834
C  3.5095  1.2356  -3.4548
C  3.7049  -0.1334  -3.6380
C  3.0460  -1.0460  -2.8546
C  2.1500  -0.5677  -1.8681
N  1.9437  0.7649  -1.7383
N  1.4577  -1.3058  -0.9694
Si  1.6551  -3.0295  -0.7761
C  1.0840  -3.9594  -2.2919
C  0.7040  -3.6875  0.6684
C  3.4926  -3.3914  -0.5171
H  3.2155  3.7002  -2.6280
H  2.2865  3.3135  -1.1642
H  1.4619  3.4492  -2.6960
H  4.0397  1.9694  -4.0462
H  4.3995  -0.4822  -4.3944
H  3.2194  -2.1048  -2.9705
H  0.0235  -3.7936  -2.4815
H  1.2385  -5.0299  -2.1152
H  1.6304  -3.6891  -3.1964
H  -0.3499  -3.4179  0.5930
H  1.0691  -3.2918  1.6154
H  0.7944  -4.7789  0.6792
H  3.9163  -3.9571  -1.3514
H  3.6386  -3.9822  0.3920
H  4.0760  -2.4727  -0.4218
N  -0.9989  1.8355  3.4536
C  0.1061  2.5332  3.1081
C  0.3919  3.7437  3.7798
C  1.5398  4.4236  3.4891
C  2.4189  3.9073  2.5343
C  2.0481  2.7467  1.9044
N  0.9199  2.0534  2.1527
H  -1.7456  2.3292  3.9075
H  -1.2117  0.9583  2.9903
H  -0.3033  4.1044  4.5269
H  1.7589  5.3538  3.9997
H  3.3372  4.4054  2.2616
H  2.6865  2.3422  1.1298
C  -3.9619  -5.6301  9.2704
C  -3.5896  -4.8732  8.0125
O  -4.3723  -4.1975  7.4072
S  -1.8611  -5.0681  7.5912
C  -1.6771  -3.9921  6.2086
C  -1.2219  -2.6902  6.3948
C  -1.0055  -1.8634  5.3066
C  -1.2421  -2.3186  4.0052
C  -1.7211  -3.6214  3.8293
C  -1.9311  -4.4486  4.9179
C  -0.9608  -1.4831  2.8767
C  -0.6477  -0.8319  1.8916
H  -4.9663  -6.0298  9.1471
H  -3.9659  -4.9218  10.1003
H  -3.2616  -6.4307  9.5033
H  -1.0296  -2.3282  7.3972
H  -0.6408  -0.8532  5.4423
H  -1.9115  -3.9720  2.8236
H  -2.2919  -5.4583  4.7679
C  3.6675  -1.6016  2.6378
O  2.4135  -1.3304  1.9627
C  2.4481  -0.3613  1.0786
O  3.3600  0.3311  0.7376
H  3.5856  -2.6236  2.9964
H  3.7751  -0.9120  3.4735
H  4.5079  -1.4991  1.9559
F  -0.1856  2.4937  -1.2148
P  -1.1818  3.6637  -0.4947
F  -1.4898  2.4533  0.5867
F  -0.7580  4.7147  -1.6199
F  -2.1197  4.6787  0.2922
F  0.0828  4.1114  0.3890
F  -2.3913  3.1592  -1.3965

Forces on atoms 1 to 3 (eV/Å):
Ho -0.961 -0.681 -0.837
C -0.195 0.152 0.147
C 0.266 0.269 -0.292

## Properties
ΔE to the lowest compared entry with this formula, charge and spin = 161.3 kJ/mol
net charge = -1
LUMO level (alpha / beta) = 2.0760 / 1.4077 eV
Kohn-Sham gap (alpha / beta) = 6.4 / 5.8 eV
spin multiplicity = 6

---

| no. | electronic energy (eV) |
| --- | --- |
| 1 | -62420.26039 |
| 2 | -510191.27685 |
| 3 | -124459.05365 |
| 4 | -54320.09433 |
| 5 | -114949.63412 |